The following is a quantum chemistry calculation of a 2-piece molecular cluster, C3H8ClFNP overall, from the Open Molecules 2025 dataset.

The total energy comes out at -1075.14346 Ha. The value obtained for the energy relative to the best compared isomer or geometry (same formula, charge and spin) is 66.3 kcal/mol. Its HOMO energy (spin up / spin down) is -9.6 / -8.3 eV.

Each line ends with the Mulliken charge.
CARTESIAN COORDINATES (ANGSTROEM)
C -0.687 -1.024 -1.617  -0.817
C 0.224 1.210 -1.352  -0.831
C 0.626 -0.544 2.139  -0.269
N 0.152 -0.151 -0.889  -0.179
F -0.165 1.847 2.580  -0.287
P -0.984 0.487 2.088  0.286
Cl 0.397 -2.025 3.129  -0.202
H -1.606 -0.342 -1.720  0.340
H -0.236 -1.403 -2.606  0.280
H -0.994 -1.888 -0.905  0.263
H 1.250 1.489 -1.116  0.313
H 0.105 1.170 -2.532  0.328
H -0.363 1.942 -0.745  0.253
H 0.806 -0.754 1.088  0.164
H 1.475 -0.016 2.458  0.358